# 1
H9O5 | wB97M-V/def2-TZVPD

Calculated values
Total charge: -1
HOMO energy: -5.26 eV
Energy relative to the best compared isomer or geometry (same formula, charge and spin): 16.1 kcal per mole
Frontier orbital gap: 9.366 eV

Cartesian coordinates (Å):
O (-1.27803, 0.00594, 2.38806)
O (-0.36862, 0.43556, -1.55298)
O (-2.71332, -0.58536, -0.33020)
O (0.76185, -0.22257, 0.56983)
O (2.89330, -0.42997, -1.28929)
H (-0.62101, 0.01335, 1.68117)
H (2.20974, -0.45823, -0.58079)
H (2.39812, 0.02095, -1.98576)
H (-1.83925, -0.55024, -0.73643)
H (-1.05947, 0.70437, 3.06617)
H (1.63940, 0.03959, 1.01406)
H (0.09850, 0.13588, -0.61378)
H (-2.42189, -0.03694, 0.38949)
H (0.30068, 0.92768, -2.01955)


# 2
C5H5N5O4 | wB97M-V/def2-TZVPD

Calculated values
HOMO energy (spin up / spin down): -9.42 / -9.42 eV
Energy relative to the best compared isomer or geometry (same formula, charge and spin): 38.2 kcal per mole
Frontier orbital gap (spin up / spin down): 8.486 / 8.486 eV

Cartesian coordinates (Å):
O (2.19352, 0.01946, -1.69158)
O (-0.20825, -1.80722, 1.12339)
O (1.25586, 2.05897, 1.26202)
O (1.61810, -2.10414, 2.15478)
N (-0.00989, -0.68129, -1.23108)
N (0.99799, -1.71265, 1.18589)
N (-4.14102, 1.49812, -0.41203)
N (-2.25665, 0.13883, -1.08098)
N (-0.67984, 0.97624, 0.34936)
C (-3.13980, 0.99569, -0.57121)
C (-0.93283, 0.18740, -0.62390)
C (1.72681, -0.88983, 0.35340)
C (0.41441, 1.00134, 1.12981)
C (1.37401, -0.49007, -0.92926)
H (1.58180, 2.43354, 0.40771)
H (-2.58463, -0.36323, -1.96216)
H (-0.15578, -0.88030, -2.16817)
H (2.80174, -0.86493, 0.64548)
H (0.14447, 0.48406, 2.05852)


# 3
C38H29Co2O8P | wB97M-V/def2-TZVPD

Calculated values
Total charge: -2
HOMO energy: -0.41 eV
Frontier orbital gap: 4.419 eV

Cartesian coordinates (Å):
Co (-0.41414, -0.37228, -1.74155)
Co (-1.99627, 0.98199, -0.57053)
P (-1.14093, -2.17618, -0.81645)
O (0.34006, -1.59105, -4.26537)
O (2.02248, -0.19631, -0.18593)
O (3.62519, 1.18705, 4.56222)
O (3.69344, 3.39615, 4.89614)
O (4.41732, 4.07607, 0.94830)
O (-3.90126, -0.52816, 1.03140)
O (-4.11854, 2.95251, -0.41576)
O (-0.16363, 2.16961, 1.34560)
C (4.41941, 3.78884, 2.15490)
C (-3.26203, 2.17836, -0.49986)
C (0.08472, 3.58607, -2.00360)
C (1.20401, -3.64316, -1.07111)
C (-1.10244, -2.90272, 3.75674)
C (3.89948, 1.36729, 1.74054)
C (-0.69618, -1.67231, 3.23751)
C (-3.10613, -2.51764, -2.74260)
C (-0.83085, 1.67874, 0.53112)
C (-1.45089, -3.73565, 1.50704)
C (-2.82682, -2.63608, -1.37269)
C (-3.83574, -3.04789, -0.49607)
C (1.45207, -5.75311, -2.23402)
C (-0.16816, -3.63886, -1.36437)
C (0.08474, -5.75794, -2.51701)
C (-4.38709, -2.79769, -3.22654)
C (-1.01353, 1.37151, -2.04684)
C (1.04552, 5.73092, -0.46052)
C (3.87817, 4.74409, 4.36668)
C (-3.09083, -0.00948, 0.38359)
C (0.06554, -1.06377, -3.26742)
C (-0.47084, 2.46013, -2.70293)
C (-5.12272, -3.29878, -0.97900)
C (3.99750, 2.51458, 2.64738)
C (1.03126, -0.20024, -0.79713)
C (-0.73050, -4.71338, -2.06687)
C (-2.00609, 0.34166, -2.21803)
C (-0.35724, 4.90956, -2.25560)
C (3.76254, 2.30451, 4.08071)
C (2.01008, -4.69757, -1.50796)
C (4.83716, 4.80725, 3.21225)
C (-1.13420, -2.46873, 0.99050)
C (1.53288, 4.43596, -0.25399)
C (-5.39657, -3.18647, -2.34394)
C (1.06442, 3.37550, -1.01442)
C (0.09508, 5.96120, -1.46760)
C (-0.72898, -1.45075, 1.85717)
C (-1.47202, -3.93944, 2.89200)
H (1.64257, -2.81753, -0.50412)
H (1.50125, 2.37993, -0.92123)
H (2.08247, -6.57213, -2.58080)
H (-0.66659, 2.54307, -3.77663)
H (3.07584, -4.68648, -1.27918)
H (-0.35679, -0.87487, 3.89941)
H (2.89642, 5.14367, 4.06244)
H (1.42238, 6.54638, 0.15654)
H (-1.69837, -4.55252, 0.82476)
H (4.24001, 5.32030, 5.22605)
H (-4.58250, -2.70770, -4.29527)
H (-1.12535, -3.06141, 4.83536)
H (3.26036, 1.62622, 0.88836)
H (-3.61588, -3.20462, 0.55815)
H (2.30943, 4.25067, 0.48347)
H (3.47443, 0.52198, 2.28896)
H (5.86013, 4.58586, 3.55288)
H (-0.27467, 6.97431, -1.63747)
H (-5.90564, -3.58524, -0.27437)
H (-1.77272, -4.91086, 3.28378)
H (-6.39876, -3.39954, -2.71718)
H (-0.43468, -0.47634, 1.45340)
H (-1.08529, 5.06768, -3.05450)
H (-1.80157, -4.73825, -2.26842)
H (4.82003, 5.80472, 2.76874)
H (-2.70171, 0.19543, -3.01853)
H (-0.36326, -6.57235, -3.08622)
H (4.88097, 1.07909, 1.33221)
H (-2.32098, -2.20338, -3.43665)


# 4
H4O2 | wB97M-V/def2-TZVPD

Calculated values
SMILES: O.O
HOMO energy: -11.59 eV
Energy relative to the best compared isomer or geometry (same formula, charge and spin): 7.3 kcal per mole
Frontier orbital gap: 12.231 eV

Cartesian coordinates (Å):
O (1.88810, -0.13893, 0.01286)
O (-1.88442, -0.05377, -0.10350)
H (-2.54821, -0.22556, 0.59374)
H (2.70338, 0.41146, 0.04169)
H (1.26519, 0.57688, -0.08258)
H (-1.44972, 0.77879, 0.17229)


# 5
C32H29F4N3O2PPb | wB97M-V/def2-TZVPD

Calculated values
Total charge: -1
HOMO energy: -4.05 eV
Energy relative to the best compared isomer or geometry (same formula, charge and spin): 12.5 kcal per mole
Frontier orbital gap: 6.768 eV

Cartesian coordinates (Å):
Pb (0.14571, 0.81276, -1.31992)
P (0.70314, 0.04772, 1.45201)
F (0.51109, -1.80429, -2.49121)
F (-3.78131, -3.25797, -0.96132)
F (-3.07778, -5.73366, -1.45460)
F (1.18461, -4.34189, -2.90788)
O (0.76682, 3.81052, 1.08808)
O (1.78428, 3.15586, -3.27943)
N (1.15964, 3.15414, -1.07876)
N (-1.90507, -1.04907, -1.60403)
N (-2.81928, 1.57194, -2.42065)
C (3.54363, -0.08256, -1.27823)
C (-0.41165, -2.76856, -2.24237)
C (0.81593, -0.48847, 4.22630)
C (1.08749, 1.23289, 5.88191)
C (-1.72185, -3.20729, 1.72318)
C (1.79826, 5.36355, -0.46609)
C (0.81959, 0.47175, 3.21790)
C (-0.06015, -4.07195, -2.45616)
C (0.95651, -2.75852, 1.14219)
C (-0.93596, -5.12546, -2.22312)
C (4.73593, -0.23856, -0.58158)
C (-3.30295, 0.93149, -1.20913)
C (-2.87757, 3.01075, -2.30392)
C (4.74805, -0.28548, 0.80926)
C (2.37343, -0.03555, 0.79131)
C (1.18169, 4.02780, -0.04269)
C (1.08950, 2.19327, 4.87950)
C (2.32811, 0.03790, -0.60425)
C (-2.17870, -4.76141, -1.74628)
C (-3.49123, 1.09938, -3.60907)
C (3.55565, -0.19234, 1.50925)
C (-1.21646, -1.91984, 1.72592)
C (-1.68937, -2.34893, -1.75880)
C (0.94944, 1.82041, 3.55136)
C (0.94689, -0.10757, 5.55450)
C (-0.88814, -4.27772, 1.42161)
C (2.21662, 5.12289, -1.90943)
C (-2.55072, -3.45692, -1.51231)
C (0.13169, -1.68393, 1.45246)
C (0.44462, -4.05080, 1.12347)
C (1.70460, 3.71058, -2.19432)
C (-3.21784, -0.59702, -1.20429)
H (3.54592, -0.23636, 2.59308)
H (3.57498, -0.03658, -2.36151)
H (1.99673, -2.58563, 0.89626)
H (1.04040, 6.14054, -0.35425)
H (-4.35714, 1.21759, -1.01540)
H (-3.33059, 0.02940, -3.72365)
H (2.61834, 5.60983, 0.20808)
H (1.19170, 3.24143, 5.12895)
H (-0.66201, -6.15246, -2.39726)
H (-3.07733, 1.60000, -4.48565)
H (0.70665, -1.53606, 3.97413)
H (3.29798, 5.12855, -2.05283)
H (-3.48705, -0.90238, -0.18106)
H (-2.30379, 3.33476, -1.43289)
H (-3.91141, 3.38753, -2.19313)
H (-4.57921, 1.29869, -3.58198)
H (1.08962, -4.87772, 0.85573)
H (-1.87824, -1.08458, 1.92962)
H (-2.72161, 1.33457, -0.37163)
H (0.93193, 2.57185, 2.76923)
H (1.78731, 5.81630, -2.63244)
H (-4.01601, -1.00415, -1.83994)
H (5.67048, -0.31241, -1.12700)
H (1.19114, 1.52908, 6.91844)
H (-2.77333, -3.37514, 1.91638)
H (5.68482, -0.39561, 1.34262)
H (0.94034, -0.86207, 6.33050)
H (-2.43854, 3.47388, -3.18842)
H (-1.28898, -5.28263, 1.38562)


# 6
C21H16BrF2N3O4S | wB97M-V/def2-TZVPD

Calculated values
SMILES: Cc1cc(NC(=O)CS(=O)(=O)c2cn(Cc3cccc(Br)c3)c3cc(F)cc(F)c23)no1
HOMO energy: -9.00 eV
Frontier orbital gap: 9.290 eV

Cartesian coordinates (Å):
Br (2.40384, -4.14523, 5.84200)
S (-3.36779, 0.35719, 0.99197)
F (2.58941, 3.19571, -1.53838)
F (-2.07363, 3.01125, -0.64349)
O (-3.63040, 1.65319, 1.61168)
O (0.03116, -1.61757, -3.96439)
O (-3.80331, -0.79468, 1.81409)
O (-3.41205, -1.66778, -1.32723)
N (0.54417, -0.61623, 0.66677)
N (-1.17606, -1.63239, -3.17587)
N (-2.52377, 0.20751, -2.30823)
C (2.28511, -1.35601, 5.42436)
C (1.51699, 2.59510, -1.02939)
C (1.59176, 0.11394, -4.88015)
C (-1.54429, 0.24717, 0.66260)
C (-3.36972, -0.47540, -1.44913)
C (2.17332, -0.15006, 4.69007)
C (2.21336, -2.57099, 4.77391)
C (0.26288, 3.15042, -1.09816)
C (-0.78338, -0.79713, 1.05800)
C (1.98133, -0.19737, 3.30629)
C (1.88332, -1.41692, 2.64374)
C (0.35125, -0.30881, -4.17026)
C (-0.68718, 1.21380, 0.00394)
C (-1.48678, -0.36323, -2.99154)
C (1.70892, 1.34281, -0.48953)
C (2.00378, -2.60512, 3.39054)
C (0.59635, 0.63079, 0.01251)
C (-0.84301, 2.49194, -0.54968)
C (1.69024, -1.46478, 1.11883)
C (-4.22725, 0.35413, -0.54418)
C (-0.59551, 0.49238, -3.64385)
H (1.93219, -0.65008, -5.59010)
H (2.29164, 0.84948, 5.12922)
H (-1.11025, -1.65801, 1.59606)
H (1.54406, -2.48001, 0.75398)
H (2.63156, -1.19649, 0.65638)
H (-0.57528, 1.56356, -3.68635)
H (1.88304, -3.54489, 2.85991)
H (2.43969, 0.25525, -4.17739)
H (1.87422, 0.73042, 2.76816)
H (0.20533, 4.15416, -1.58209)
H (-4.30292, 1.34550, -0.92304)
H (1.48468, 1.06895, -5.43164)
H (-2.55201, 1.20138, -2.22597)
H (2.72172, 0.94684, -0.47876)
H (-5.18906, -0.08511, -0.38621)
H (2.41836, -1.37863, 6.51000)


| no. | calculated total energy (eV) | M (Da) |
| --- | --- | --- |
| 1 | -10384.8786 | 89.07 |
| 2 | -20900.6860 | 199.13 |
| 3 | -140797.1365 | 762.48 |
| 4 | -4159.6215 | 36.03 |
| 5 | -67627.9784 | 801.77 |
| 6 | -121007.4339 | 524.34 |